The following is a DFT calculation (ωB97M-V/def2-TZVPD) of 16 unconnected molecules or ions with the total composition C36H109N17O16 at a distorted geometry.

## Properties
2S+1 = 2
Total energy = -3571.6576 hartree
Molecular weight = 1036.37 g mol⁻¹
Total charge = -1
Highest occupied orbital energy (spin up / spin down) = -0.09 / -7.29 eV
F_max = 0.13729 hartree/bohr

Each atom is followed by the atoms it is bonded to, with distances in Å.
CARTESIAN COORDINATES (ANGSTROEM)
1 H -2.427 0.141 -7.619  N84 1.010
2 C -2.052 0.198 -2.454  C9 1.497, N89 1.478, C101 1.492, H153 1.090
3 H -3.803 -3.155 -1.066  C40 1.090
4 N -4.786 4.872 0.957  H51 1.010, C71 1.280, H100 1.010
5 H -2.545 6.340 -2.380  C111 1.090
6 H -3.213 -1.936 1.593  C37 1.090
7 H 1.477 0.586 -5.308  N49 1.010
8 H -0.479 -2.815 1.038  C91 1.090
9 C -2.748 -0.057 -3.755  C2 1.497, H58 1.090, H112 1.090, H120 1.090
10 O 1.868 -1.677 -4.684  C34 1.424, H87 0.960
11 C 0.974 -6.468 -2.900  C113 1.538, H121 1.090, H162 1.090, H170 1.090
12 H 0.745 -0.367 1.624  C26 1.090
13 H -3.038 -0.988 0.082  C37 1.090
14 H 5.900 -0.944 3.712  C125 1.090
15 H 3.063 -3.353 3.106  N48 1.010
16 O -0.304 3.840 0.181  C18 1.211
17 H -5.639 6.888 -7.611  C57 1.090
18 C 0.328 4.821 0.503  O16 1.211, N68 1.312, N108 1.302
19 C 0.515 -4.554 1.636  C91 1.519, O94 1.443, H128 1.090, H156 1.090
20 H -4.325 6.415 -8.765  C57 1.090
21 H 1.000 -1.705 -6.557  C34 1.090
22 H 3.267 -3.358 -1.219  C50 1.090
23 H 0.238 4.331 -5.834  N80 1.010
24 N -6.563 -1.887 -4.400  H28 1.010, H75 1.010, C173 1.256
25 C 0.283 -2.126 -2.011  H47 1.090, H78 1.090, O164 1.403, H165 1.090
26 C 0.446 0.502 1.037  H12 1.090, C98 1.525, H122 1.090, H147 1.090
27 N -2.908 -2.890 -7.554  H45 1.010, H65 1.010, C99 1.259
28 H -7.141 -2.250 -3.655  N24 1.010
29 H -0.807 -3.275 2.689  C91 1.090
30 H 0.421 -8.599 -7.996  C106 1.090
31 C -5.764 1.685 -0.312  N140 1.310, O142 1.167, N158 1.288
32 H -2.359 -3.493 -0.213  C40 1.090
33 H -5.598 1.853 -5.307  N95 1.010
34 C 1.300 -2.399 -5.772  O10 1.424, H21 1.090, H39 1.090, C102 1.521
35 H -0.117 0.442 -1.728  C101 1.090
36 H -1.821 4.254 -4.639  C124 1.090
37 C -3.504 -1.858 0.545  H6 1.090, H13 1.090, C40 1.530, H172 1.090
38 N -4.992 -3.073 -3.612  H63 1.010, H86 1.010, C173 1.274
39 H 0.304 -2.725 -5.473  C34 1.090
40 C -3.412 -3.262 -0.054  H3 1.090, H32 1.090, C37 1.530, O144 1.412
41 H 3.482 -1.682 -1.117  C50 1.090
42 H -1.466 -3.747 -3.104  C74 1.090
43 H 0.567 1.156 -6.784  N49 1.010
44 H 5.507 -2.187 1.379  C110 1.090
45 H -3.549 -2.820 -6.777  N27 1.010
46 H 0.362 6.623 1.393  N108 1.010
47 H 0.512 -3.106 -2.430  C25 1.090
48 N 3.830 -2.834 3.509  H15 1.010, C104 1.442, H150 1.010
49 N 1.049 1.279 -5.906  H7 1.010, H43 1.010, C143 1.295
50 C 3.833 -2.609 -0.665  H22 1.090, H41 1.090, O73 1.410, H160 1.090
51 H -5.302 5.665 1.310  N4 1.010
52 H 4.844 0.370 3.315  C125 1.090
53 H -0.512 -6.797 -5.087  C167 1.090
54 H -2.421 -5.672 -2.095  C151 1.090
55 H 3.185 -7.710 -3.633  N105 1.010
56 H -2.252 2.240 -2.665  N89 1.010
57 C -4.911 6.127 -7.893  H17 1.090, H20 1.090, H133 1.090, O149 1.443
58 H -3.824 -0.146 -3.602  C9 1.090
59 H -2.285 -6.861 -3.320  C151 1.090
60 H -6.371 4.860 -6.294  C163 1.090
61 H -1.011 6.164 -3.222  C111 1.090
62 H -2.069 -3.276 -4.726  C74 1.090
63 H -4.129 -3.592 -3.687  N38 1.010
64 H -3.902 -7.545 -1.829  C137 1.090
65 H -2.524 -3.793 -7.795  N27 1.010
66 H -3.890 1.290 -0.778  N158 1.010
67 H -3.723 2.705 -8.093  C88 1.090
68 N 1.551 5.112 0.128  C18 1.312, H134 1.010, H175 1.010
69 H -3.750 3.252 -3.930  O96 0.960
70 H -4.712 1.471 -7.345  C88 1.090
71 C -3.509 4.793 1.006  N4 1.280, N97 1.316, O132 1.243
72 H -5.100 1.280 -2.121  N140 1.010
73 O 3.594 -2.548 0.723  C50 1.410, C110 1.424
74 C -1.884 -4.106 -4.044  H42 1.090, H62 1.090, O76 1.463, H81 1.090
75 H -6.959 -1.288 -5.111  N24 1.010
76 O -3.075 -4.914 -3.784  C74 1.463, C151 1.429
77 H -6.016 3.318 -4.689  N95 1.010
78 H 0.922 -1.811 -1.187  C25 1.090
79 N -5.055 -5.795 -1.578  C137 1.465, H155 1.010, H168 1.010
80 N 0.457 3.399 -6.155  H23 1.010, C143 1.350, H159 1.010
81 H -1.162 -4.843 -4.397  C74 1.090
82 H -1.043 5.551 1.677  N108 1.010
83 H 1.822 -4.016 -7.137  C102 1.090
84 N -2.809 -0.760 -7.370  H1 1.010, C99 1.313, H148 1.010
85 H 2.449 0.388 0.474  C98 1.090
86 H -5.633 -3.304 -2.865  N38 1.010
87 H 1.178 -1.398 -4.078  O10 0.960
88 C -4.114 2.358 -7.136  H67 1.090, H70 1.090, H118 1.090, C127 1.497
89 N -2.422 1.540 -1.957  C2 1.478, H56 1.010, H119 1.010
90 H 4.459 -0.741 1.002  C110 1.090
91 C -0.007 -3.164 1.956  H8 1.090, C19 1.519, H29 1.090, H177 1.090
92 H 2.969 -1.140 2.653  C104 1.090
93 O -1.420 -1.829 -8.754  C99 1.223
94 O 1.363 -4.924 2.744  C19 1.443, H169 0.960
95 N -5.263 2.782 -5.094  H33 1.010, H77 1.010, C127 1.428
96 O -3.418 3.937 -3.344  H69 0.960, C124 1.446
97 N -3.018 3.774 0.333  C71 1.316, H123 1.010, H131 1.010
98 C 1.768 1.199 0.732  C26 1.525, H85 1.090, H117 1.090, O135 1.401
99 C -2.355 -1.837 -7.967  N27 1.259, N84 1.313, O93 1.223
100 H -5.233 4.232 0.316  N4 1.010
101 C -0.577 0.099 -2.655  C2 1.492, H35 1.090, H152 1.090, O164 1.426
102 C 2.178 -3.560 -6.213  C34 1.521, H83 1.090, H109 1.090, H141 1.090
103 H -4.483 -7.916 -4.160  C178 1.090
104 C 3.956 -1.560 2.845  N48 1.442, H92 1.090, C110 1.520, C125 1.495
105 N 2.703 -7.119 -4.294  H55 1.010, C113 1.422, H129 1.010
106 C 0.086 -8.508 -6.963  H30 1.090, H130 1.090, H146 1.090, O161 1.417
107 H -5.547 -6.494 -4.208  C178 1.090
108 N -0.128 5.746 1.297  C18 1.302, H46 1.010, H82 1.010
109 H 2.316 -4.230 -5.364  C102 1.090
110 C 4.516 -1.736 1.443  H44 1.090, O73 1.424, H90 1.090, C104 1.520
111 C -1.889 5.621 -2.871  H5 1.090, H61 1.090, C124 1.515, H157 1.090
112 H -2.547 -0.900 -4.416  C9 1.090
113 C 1.289 -7.240 -4.193  C11 1.538, N105 1.422, H136 1.090, C167 1.556
114 H 4.503 -0.696 4.684  C125 1.090
115 H 0.665 2.449 -0.270  O135 0.960
116 H 0.626 -5.604 -5.485  C167 1.090
117 H 2.010 1.939 1.494  C98 1.090
118 H -3.338 1.921 -6.509  C88 1.090
119 H -1.668 1.711 -1.308  N89 1.010
120 H -2.565 0.782 -4.425  C9 1.090
121 H 1.697 -6.714 -2.122  C11 1.090
122 H -0.189 0.108 0.243  C26 1.090
123 H -3.597 3.104 -0.152  N97 1.010
124 C -2.499 4.832 -4.011  H36 1.090, O96 1.446, C111 1.515, H139 1.090
125 C 4.847 -0.668 3.650  H14 1.090, H52 1.090, C104 1.495, H114 1.090
126 H -6.610 3.449 -7.339  C163 1.090
127 C -4.757 3.401 -6.277  C88 1.497, N95 1.428, C163 1.609, H166 1.090
128 H -0.261 -5.253 1.325  C19 1.090
129 H 2.996 -7.311 -5.242  N105 1.010
130 H -0.998 -8.578 -6.874  C106 1.090
131 H -2.015 3.659 0.359  N97 1.010
132 O -2.816 5.545 1.712  C71 1.243
133 H -4.212 6.101 -7.056  C57 1.090
134 H 2.050 4.477 -0.479  N68 1.010
135 O 1.503 1.996 -0.389  C98 1.401, H115 0.960
136 H 1.032 -8.271 -3.951  C113 1.090
137 C -4.272 -6.705 -2.418  H64 1.090, N79 1.465, C151 1.564, C178 1.493
138 H -6.734 1.937 -2.084  N140 1.010
139 H -3.077 5.555 -4.586  C124 1.090
140 N -5.872 1.693 -1.617  C31 1.310, H72 1.010, H138 1.010
141 H 3.149 -3.194 -6.546  C102 1.090
142 O -6.612 1.915 0.456  C31 1.167
143 C 1.158 2.487 -5.449  N49 1.295, N80 1.350, O176 1.189
144 O -4.130 -4.284 0.604  C40 1.412, H171 0.960
145 O -4.711 -2.050 -5.478  C173 1.178
146 H 0.492 -9.299 -6.332  C106 1.090
147 H -0.312 0.970 1.666  C26 1.090
148 H -3.639 -0.867 -6.805  N84 1.010
149 O -5.489 4.837 -8.186  C57 1.443, C163 1.357
150 H 3.511 -2.730 4.461  N48 1.010
151 C -2.948 -6.074 -2.961  H54 1.090, H59 1.090, O76 1.429, C137 1.564
152 H -0.205 0.774 -3.426  C101 1.090
153 H -2.283 -0.550 -1.695  C2 1.090
154 H -5.920 -7.717 -3.057  C178 1.090
155 H -5.558 -5.222 -2.240  N79 1.010
156 H 1.159 -4.433 0.765  C19 1.090
157 H -1.389 4.890 -2.237  C111 1.090
158 N -4.565 1.312 -0.027  C31 1.288, H66 1.010, H174 1.010
159 H -0.041 3.000 -6.938  N80 1.010
160 H 4.900 -2.687 -0.873  C50 1.090
161 O 0.731 -7.287 -6.648  C106 1.417, C167 1.378
162 H 1.162 -5.407 -3.066  C11 1.090
163 C -5.904 4.226 -7.048  H60 1.090, H126 1.090, C127 1.609, O149 1.357
164 O -0.044 -1.179 -2.994  C25 1.403, C101 1.426
165 H -0.574 -2.407 -1.400  C25 1.090
166 H -3.937 4.093 -6.084  C127 1.090
167 C 0.518 -6.687 -5.426  H53 1.090, C113 1.556, H116 1.090, O161 1.378
168 H -5.800 -6.313 -1.135  N79 1.010
169 H 1.878 -5.677 2.444  O94 0.960
170 H -0.038 -6.626 -2.527  C11 1.090
171 H -4.200 -4.891 -0.137  O144 0.960
172 H -4.553 -1.562 0.562  C37 1.090
173 C -5.385 -2.299 -4.544  N24 1.256, N38 1.274, O145 1.178
174 H -4.383 1.126 0.949  N158 1.010
175 H 1.835 6.073 0.255  N68 1.010
176 O 1.729 2.672 -4.423  C143 1.189
177 H 0.814 -2.553 2.329  C91 1.090
178 C -5.080 -7.233 -3.556  H103 1.090, H107 1.090, C137 1.493, H154 1.090